1.
The following is a DFT calculation (ωB97M-V/def2-TZVPD) of a cluster of 2 separate species, C4H8N3O2 in total at a distorted geometry.

The calculation puts the orbital gap at 0.3311 Ha. The value obtained for the energy above the lowest of the compared OMol25 structures with the same formula, charge and spin is 351.7 kJ/mol. Its HOMO energy is -13.04 eV. Its total charge is +1.

The geometry in XYZ format:
```
17
Properties=species:S:1:pos:R:3:mulliken_charge:R:1
C 1.71 0.10 0.08 0.520
C -0.40 -1.23 0.04 0.455
C -0.67 2.44 0.11 -0.352
C 0.57 -0.31 -0.45 0.044
N 2.86 0.24 0.41 -0.323
N -0.16 -1.86 1.17 -0.344
N -1.42 -1.58 -0.74 -0.447
O 0.15 0.19 -1.68 -0.583
O -0.49 1.45 0.77 -0.380
H -0.12 3.31 0.29 0.320
H 3.32 0.66 1.20 0.316
H -1.41 2.48 -0.74 0.378
H 0.77 -2.06 1.58 0.243
H -0.91 -2.44 1.54 0.228
H -1.31 -1.04 -1.56 0.327
H -2.34 -1.53 -0.35 0.285
H -0.14 1.18 -1.66 0.313
```



2.
The following is a DFT calculation (ωB97M-V/def2-TZVPD) of the ion C4H8N3O2S with charge +1 at a distorted geometry.

As for the SMILES: [H]/N=C1/CS[NH2+]N1C(=O)OC. The calculation puts the orbital gap at 0.3748 Ha. The value obtained for the energy above the lowest of the compared OMol25 structures with the same formula, charge and spin is 126.2 kJ/mol. Its HOMO energy is -14.05 eV. Its total charge is +1.

The geometry in XYZ format:
```
18
Properties=species:S:1:pos:R:3:mulliken_charge:R:1
H 0.72 -2.10 -0.22 0.312
N -0.25 -2.12 0.01 -0.535
C -0.96 -1.15 -0.20 0.325
C -2.43 -1.12 0.07 -0.356
S -2.83 0.66 0.41 0.070
N -1.44 1.20 -0.54 -0.280
N -0.49 0.11 -0.65 -0.086
C 0.75 0.71 -0.21 0.566
O 0.76 1.90 -0.09 -0.518
O 1.64 -0.17 0.06 -0.307
C 2.93 0.32 0.61 -0.773
H -3.15 -1.46 -0.83 0.301
H -2.85 -1.58 1.00 0.346
H -0.68 1.99 -0.07 0.532
H -1.68 1.64 -1.51 0.398
H 3.71 -0.43 0.53 0.299
H 2.90 0.43 1.60 0.392
H 3.36 1.17 0.03 0.315
```



3.
The following is a DFT calculation (ωB97M-V/def2-TZVPD) of an isolated molecule of C4H8N4 at a distorted geometry.

As for the SMILES: Cc1[nH]c(N)nc1N. The calculation puts the orbital gap at 0.2979 Ha. The value obtained for the energy above the lowest of the compared OMol25 structures with the same formula, charge and spin is 0.0 kJ/mol. Its HOMO energy is -7.20 eV. Its total charge is 0.

The geometry in XYZ format:
```
16
Properties=species:S:1:pos:R:3:mulliken_charge:R:1
C 2.11 -1.47 0.03 -1.204
C 0.87 -0.60 -0.03 0.120
N -0.41 -1.12 -0.04 -0.079
C -1.31 -0.13 0.00 0.268
N -2.72 -0.22 -0.05 -0.506
N -0.72 1.01 0.01 -0.648
C 0.62 0.79 -0.08 0.585
N 1.42 1.89 0.11 -0.656
H 1.91 -2.40 -0.50 0.334
H 3.02 -1.01 -0.34 0.311
H 2.34 -1.68 1.11 0.229
H -0.62 -2.09 -0.16 0.164
H -3.16 -0.83 0.62 0.228
H -3.03 0.71 -0.07 0.279
H 1.89 2.17 -0.79 0.274
H 0.87 2.71 0.35 0.300
```



4.
The following is a DFT calculation (ωB97M-V/def2-TZVPD) of an isolated molecule of C4H8N4 at a distorted geometry.

As for the SMILES: N/N=C/N=C/N1CC1. The calculation puts the orbital gap at 0.3357 Ha. The value obtained for the energy above the lowest of the compared OMol25 structures with the same formula, charge and spin is 330.9 kJ/mol. Its HOMO energy is -8.19 eV. Its total charge is 0.

The geometry in XYZ format:
```
16
Properties=species:S:1:pos:R:3:mulliken_charge:R:1
N -3.61 -0.20 -0.13 -0.534
N -2.30 -0.03 -0.46 -0.243
C -1.59 0.45 0.47 -0.144
N -0.21 0.62 0.14 -0.412
C 0.54 -0.42 0.21 0.012
N 1.75 -0.36 -0.42 -0.159
C 3.05 -0.61 0.23 -0.326
C 2.68 0.74 -0.25 -0.368
H -4.08 -0.72 -0.88 0.264
H -3.77 -0.67 0.77 0.227
H -2.05 0.80 1.37 0.417
H 0.09 -1.34 0.57 0.309
H 3.03 -0.80 1.36 0.265
H 3.79 -1.09 -0.43 0.261
H 3.09 1.15 -1.16 0.234
H 2.50 1.54 0.52 0.196
```



5.
The following is a DFT calculation (ωB97M-V/def2-TZVPD) of an isolated molecule of C4H8N4 at a distorted geometry.

The calculation puts the orbital gap at 0.3183 Ha. The value obtained for the energy above the lowest of the compared OMol25 structures with the same formula, charge and spin is 350.4 kJ/mol. Its HOMO energy is -8.30 eV. Its total charge is 0.

The geometry in XYZ format:
```
16
Properties=species:S:1:pos:R:3:mulliken_charge:R:1
C 0.32 1.50 -0.38 -0.968
C 1.23 -0.43 0.86 -0.923
N 0.28 0.03 -0.18 0.270
C -1.12 -0.63 -0.17 0.324
N -1.75 -0.58 1.05 -0.445
N -1.20 -1.35 -1.19 -0.587
C 0.36 -0.80 -1.73 0.310
N 1.10 -0.85 -2.62 -0.586
H -2.56 -1.19 1.03 0.299
H -2.05 0.36 1.30 0.234
H 0.08 2.00 0.56 0.381
H 1.32 1.80 -0.70 0.337
H -0.39 1.78 -1.16 0.346
H 2.24 -0.13 0.59 0.348
H 0.95 0.01 1.82 0.336
H 1.18 -1.51 0.93 0.325
```



6.
The following is a DFT calculation (ωB97M-V/def2-TZVPD) of an isolated molecule of C4H8N4 at a distorted geometry.

As for the SMILES: C/C(=N/N)N(C)C#N. The calculation puts the orbital gap at 0.3263 Ha. The value obtained for the energy above the lowest of the compared OMol25 structures with the same formula, charge and spin is 291.6 kJ/mol. Its HOMO energy is -8.26 eV. Its total charge is 0.

The geometry in XYZ format:
```
16
Properties=species:S:1:pos:R:3:mulliken_charge:R:1
C 0.84 0.62 1.70 -1.129
C 0.32 0.49 0.30 0.588
N 0.67 1.33 -0.59 -0.340
N -0.08 1.88 -1.59 -0.471
N -0.14 -0.75 -0.17 -0.009
C -1.10 -1.59 0.51 -0.868
C 0.20 -0.93 -1.48 0.395
N 0.34 -1.33 -2.56 -0.519
H 0.30 1.40 2.22 0.254
H 1.89 0.90 1.68 0.338
H 0.78 -0.32 2.24 0.350
H -0.48 1.21 -2.24 0.226
H 0.49 2.54 -2.11 0.254
H -1.04 -2.62 0.13 0.328
H -0.87 -1.61 1.57 0.297
H -2.12 -1.22 0.39 0.307
```



7.
The following is a DFT calculation (ωB97M-V/def2-TZVPD) of an isolated molecule of C4H8N4 at a distorted geometry.

As for the SMILES: [H]/N=C1\NN[C@@H]2C[C@]12N. The calculation puts the orbital gap at 0.3526 Ha. The value obtained for the energy above the lowest of the compared OMol25 structures with the same formula, charge and spin is 361.2 kJ/mol. Its HOMO energy is -8.50 eV. Its total charge is 0.

The geometry in XYZ format:
```
16
Properties=species:S:1:pos:R:3:mulliken_charge:R:1
H -0.21 0.17 2.96 0.269
N -0.82 0.09 1.96 -0.631
C -0.08 -0.04 0.98 0.104
N 1.29 -0.58 0.80 -0.379
N 1.37 -1.05 -0.57 -0.414
C 0.46 -0.20 -1.35 -0.253
C 0.36 1.22 -0.90 -0.706
C -0.62 0.20 -0.37 0.421
N -1.94 0.36 -0.61 -0.708
H 1.45 -1.48 1.38 0.325
H 2.24 -0.74 -0.86 0.280
H 0.29 -0.38 -2.39 0.396
H 1.09 1.61 -0.20 0.323
H 0.01 1.81 -1.77 0.303
H -2.34 -0.60 -0.66 0.322
H -2.55 0.80 0.28 0.349
```



8.
The following is a DFT calculation (ωB97M-V/def2-TZVPD) of an isolated molecule of C4H8N4 at a distorted geometry.

As for the SMILES: [H]/N=C1\NN[C@H]2C[C@@H]2N1. The calculation puts the orbital gap at 0.3352 Ha. The value obtained for the energy above the lowest of the compared OMol25 structures with the same formula, charge and spin is 739.9 kJ/mol. Its HOMO energy is -8.29 eV. Its total charge is 0.

The geometry in XYZ format:
```
16
Properties=species:S:1:pos:R:3:mulliken_charge:R:1
H 1.56 -2.47 -1.45 0.265
N 0.78 -1.87 -1.96 -0.645
C 0.41 -1.06 -1.08 0.483
N 0.70 -1.21 0.44 -0.093
N 0.62 -0.34 1.54 -0.583
C -0.45 0.39 1.14 -0.227
C -1.07 1.62 0.58 -0.277
C -0.15 1.00 -0.24 -0.481
N -0.54 -0.06 -1.17 -0.412
H 0.81 -2.05 0.78 0.145
H 1.33 0.50 1.46 0.321
H -1.33 -0.37 0.88 0.282
H -2.23 1.25 0.59 0.242
H -0.72 2.66 1.15 0.218
H 0.70 1.50 -0.45 0.427
H -0.43 0.51 -2.21 0.334
```



no.,lowest unoccupied orbital energy (eV)
1,-4.03
2,-3.86
3,0.90
4,0.94
5,0.36
6,0.62
7,1.09
8,0.83